No. 1
C17H16Cl2FeO4S | wB97M-V/def2-TZVPD

Summary:
Energy above the lowest of the compared OMol25 structures with the same formula, charge and spin = 0.0 kJ/mol
E_HOMO (alpha / beta) = -0.241 / -0.334 Ha
LUMO (alpha / beta) = 0.18 / -1.05 eV
Orbital gap (alpha / beta) = 6.74 / 8.02 eV

Structure (ORCA input):
```
! wB97M-V def2-TZVPD RIJCOSX def2/J DEFGRID3
* xyz 0 5
C -1.364 -2.204 -1.274
C -0.654 -1.306 -0.276
C 0.629 -0.622 -0.942
Fe 2.075 -0.965 -2.369
C 2.359 0.902 -2.271
O 2.312 2.050 -2.083
C 0.808 -0.772 -3.665
O -0.134 -0.555 -4.312
C 3.872 -1.458 -1.555
C 4.002 -1.039 -2.929
C 3.190 -1.906 -3.733
C 2.561 -2.871 -2.853
C 2.991 -2.584 -1.514
H -2.238 -2.673 -0.802
H -1.732 -1.632 -2.137
H -0.667 -2.978 -1.648
H -0.287 -1.927 0.532
H 0.272 0.366 -1.289
H 1.320 -0.476 -0.089
H 4.415 -1.025 -0.720
H 4.667 -0.268 -3.310
H 3.155 -1.894 -4.819
H 1.982 -3.733 -3.176
H 2.781 -3.186 -0.636
Cl -2.304 5.584 4.961
C -2.266 4.041 4.190
C -1.058 3.330 4.092
C -1.045 2.065 3.470
C -2.198 1.521 2.894
S -2.179 -0.140 2.094
C -1.430 -0.124 0.319
Cl -2.591 0.570 -0.767
O -1.197 -0.889 2.859
O -3.544 -0.594 1.986
C -3.400 2.210 3.059
C -3.446 3.469 3.688
H -0.149 3.769 4.518
H -0.109 1.519 3.443
H -0.679 0.635 0.567
H -4.327 1.783 2.695
H -4.393 4.005 3.803
*
```


No. 2
C17H16Cl2N2OSSiTi | wB97M-V/def2-TZVPD

Summary:
E_HOMO (alpha / beta) = -0.422 / -0.422 Ha
LUMO (alpha / beta) = -4.20 / -4.02 eV
Orbital gap (alpha / beta) = 7.28 / 7.47 eV

Structure (ORCA input):
```
! wB97M-V def2-TZVPD RIJCOSX def2/J DEFGRID3
* xyz 1 2
Ti 0.355 -1.199 0.113
C -2.522 1.033 -4.171
Si -1.475 1.998 -2.960
C -0.939 3.613 -3.727
C -2.347 2.330 -1.341
C 0.117 0.992 -2.610
C 1.365 1.516 -2.912
C 2.544 0.811 -2.668
C 2.456 -0.430 -2.096
N 1.266 -0.985 -1.788
C 0.119 -0.298 -2.045
S -1.334 -1.154 -1.483
H -3.405 1.608 -4.457
H -2.872 0.092 -3.746
H -1.967 0.806 -5.083
H -1.840 4.199 -3.930
H -0.410 3.498 -4.674
H -0.320 4.211 -3.054
H -3.306 2.809 -1.550
H -1.772 3.011 -0.710
H -2.546 1.423 -0.773
H 1.436 2.505 -3.351
H 3.509 1.229 -2.916
H 3.324 -1.040 -1.887
Cl 1.174 2.173 3.547
C 0.980 0.487 3.794
C 1.098 -0.028 5.104
C 0.948 -1.361 5.341
Cl 1.098 -1.970 6.948
C 0.662 -2.256 4.274
C 0.471 -3.642 4.422
C 0.182 -4.417 3.327
C 0.084 -3.810 2.074
N 0.258 -2.511 1.897
C 0.552 -1.719 2.975
C 0.720 -0.333 2.726
O 0.597 0.115 1.464
H 1.308 0.657 5.912
H 0.552 -4.082 5.406
H 0.028 -5.482 3.413
H -0.150 -4.397 1.194
*
```


DFT total energy list, top to bottom, in eV: -96339.4723 -89787.0393
Max |F| list, top to bottom, in eV/Å: 7.066 1.206